The following is a DFT calculation (ωB97M-V/def2-TZVPD) of a cluster of 14 separate species, H28O14 in total in a non-equilibrium geometry.

## Properties
energy above the lowest of the compared OMol25 structures with the same formula, charge and spin = 1.056 eV
gap between HOMO and LUMO = 10.39 eV
M = 252.21 g/mol
max |F| = 4.1 eV/A
E = -29120.596 eV

Cartesian coordinates (Å):
O1 27.466 8.111 3.228
H1 27.317 8.493 4.101
H2 26.809 7.399 3.169
O2 30.128 7.135 3.012
H3 29.236 7.445 3.019
H4 29.947 6.461 3.650
O3 26.813 10.074 -1.202
H5 26.104 9.656 -1.674
H6 26.733 9.948 -0.265
O4 28.674 3.045 -0.432
H7 29.451 2.645 -0.021
H8 28.656 3.813 0.047
O5 30.498 5.358 0.341
H9 30.796 6.308 0.363
H10 31.220 4.903 -0.097
O6 28.473 8.393 -2.311
H11 29.353 8.813 -2.381
H12 27.873 9.041 -2.052
O7 29.732 10.920 -1.030
H13 28.940 11.460 -1.089
H14 29.712 10.447 -0.211
O8 30.164 9.576 1.347
H15 29.703 8.722 1.294
H16 31.055 9.281 1.480
O9 25.642 7.701 0.217
H17 26.587 7.616 0.017
H18 25.214 7.012 -0.272
O10 26.786 10.170 1.667
H19 27.199 9.336 1.963
H20 25.817 9.963 1.829
O11 27.748 4.970 1.373
H21 28.324 4.612 2.042
H22 27.252 4.323 0.914
O12 25.729 6.280 2.672
H23 26.502 5.876 2.260
H24 25.515 6.816 1.905
O13 28.268 7.671 0.412
H25 28.505 7.900 -0.458
H26 28.489 6.762 0.476
O14 27.613 5.770 -2.280
H27 28.035 6.571 -2.046
H28 28.279 5.152 -2.594

Results of the natural (NBO) charge analysis, in e, for atoms 1 through 5: -1.00 0.49 0.49 -0.96 0.49